No. 1
Below is one molecule with the formula C30H32N4O6, with properties calculated with the ωB97M-V functional and the def2-TZVPD basis.

Geometry as ORCA input:
```
! wB97M-V def2-TZVPD RIJCOSX def2/J DEFGRID3
* xyz 0 1
C -9.42175 -1.61648 0.19146
H -9.61632 -0.71053 0.77574
O -8.10869 -2.08028 0.37636
C -7.07607 -1.26292 0.00585
C -5.79274 -1.77123 0.18751
C -4.67859 -1.02786 -0.13889
C -4.79812 0.26028 -0.67123
C -6.09107 0.74806 -0.86847
C -7.21079 0.01044 -0.53220
H -8.18385 0.44197 -0.70722
H -6.23937 1.71977 -1.31380
N -3.69971 1.01950 -1.07797
C -3.64743 2.42877 -0.74602
H -4.64382 2.86481 -0.75341
C -3.01452 2.64102 0.63785
N -1.70571 2.02343 0.69866
C -0.60433 2.79428 0.81407
O -0.64731 4.01097 0.87696
C 0.70226 2.06503 0.92080
C 1.69740 2.32509 -0.00348
C 2.92723 1.68175 0.10562
C 3.16489 0.80843 1.16975
C 2.16938 0.59240 2.12200
C 0.94506 1.20683 1.99677
H 0.16784 1.03506 2.72547
H 2.38945 -0.07772 2.93865
C 4.42041 0.05912 1.23618
O 4.74432 -0.63655 2.17361
N 5.22303 0.16052 0.10141
C 5.02923 1.04833 -0.93573
O 5.77428 1.13020 -1.88501
N 3.92252 1.85651 -0.82654
H 3.79292 2.52718 -1.57254
C 6.20292 -0.89504 -0.11460
H 7.10078 -0.46076 -0.55506
H 6.42580 -1.31592 0.86604
C 5.60304 -1.97059 -1.04918
C 4.15417 -2.16610 -0.69703
C 3.77377 -2.91392 0.40056
C 2.45610 -2.91339 0.83432
C 1.49862 -2.15498 0.18463
C 1.86558 -1.42550 -0.96467
C 3.18036 -1.44807 -1.39032
H 3.47950 -0.88422 -2.26067
O 0.86230 -0.70841 -1.55959
C 1.14164 -0.08090 -2.78590
H 0.19768 0.34530 -3.12166
H 1.87980 0.72021 -2.67359
H 1.49849 -0.79706 -3.53267
O 0.19089 -2.03702 0.56552
C -0.22052 -2.71077 1.72956
H 0.33988 -2.37373 2.60738
H -0.11655 -3.79550 1.62639
H -1.27340 -2.46367 1.85647
H 2.19580 -3.49486 1.70339
H 4.50901 -3.48152 0.94886
H 6.16912 -2.89394 -0.92838
H 5.69456 -1.63192 -2.08167
H 1.51161 3.01270 -0.81538
C -1.71964 0.61944 0.35512
H -0.71242 0.20822 0.32698
C -2.37067 0.45641 -1.02832
H -2.38494 -0.59162 -1.32106
H -1.76090 1.00120 -1.75749
H -2.31030 0.08338 1.10633
H -2.89282 3.70452 0.84905
H -3.65435 2.18345 1.40166
H -3.03911 2.93649 -1.50214
H -3.70981 -1.47139 0.02625
H -5.68760 -2.76326 0.59803
H -10.07050 -2.41672 0.54467
H -9.63518 -1.41909 -0.86457
*
```

## Properties
SMILES ... COc1ccc(N2CCN(C(=O)c3ccc4c(=O)n(CCc5ccc(OC)c(OC)c5)c(=O)[nH]c4c3)CC2)cc1
ΔE to the lowest compared entry with this formula, charge and spin ... 0.000 eV

These are the Mulliken partial charges, in e, on atoms 1 to 5: atom 1 (C): -0.8386, atom 2 (H): 0.3328, atom 3 (O): -0.4550, atom 4 (C): 0.8108, atom 5 (C): -1.0476

No. 2
Below is a 2-piece molecular cluster, C2H9NO2 overall, with properties calculated with the ωB97M-V functional and the def2-TZVPD basis.

Geometry as ORCA input:
```
! wB97M-V def2-TZVPD RIJCOSX def2/J DEFGRID3
* xyz 0 1
C 1.12659 0.10739 -4.10043
O 1.44590 -0.03189 -2.72920
H 1.22909 -0.86214 -4.58641
H 1.79811 0.80503 -4.62861
H 0.10414 0.42670 -4.26739
H 1.48183 0.86633 -2.36108
N -1.65840 0.27852 3.19975
C -0.40075 0.08646 2.59121
O -0.45276 -0.60345 1.32489
H -2.16130 1.12213 2.99434
H -2.17179 -0.49437 3.57419
H 0.26965 -0.48074 3.24540
H 0.05184 1.06040 2.40501
H -1.33598 -0.98642 1.29484
*
```

## Properties
SMILES ... NCO.CO
ΔE to the lowest compared entry with this formula, charge and spin ... 0.667 eV

These are the Mulliken partial charges, in e, on atoms 1 to 5: atom 1 (C): -0.5138, atom 2 (O): -0.4811, atom 3 (H): 0.2124, atom 4 (H): 0.2356, atom 5 (H): 0.2528

No. 3
Below is a 2-piece molecular cluster, CH4BrClOP overall, with properties calculated with the ωB97M-V functional and the def2-TZVPD basis.

Geometry as ORCA input:
```
! wB97M-V def2-TZVPD RIJCOSX def2/J DEFGRID3
* xyz 1 1
C -0.91166 1.53307 -0.80611
O -0.28469 -0.91728 0.14295
P 0.08571 0.00977 -0.85896
Cl 0.84007 -0.88044 -2.43438
Br 1.69356 -1.91017 2.66785
H -0.55843 2.44403 -1.22988
H -1.08653 1.74737 0.17524
H -1.72897 1.12360 -1.21538
H 1.95094 -3.14996 3.55868
*
```

## Properties
ΔE to the lowest compared entry with this formula, charge and spin ... 3.145 eV

These are the Mulliken partial charges, in e, on atoms 1 to 5: atom 1 (C): -0.6708, atom 2 (O): -0.2816, atom 3 (P): 0.8949, atom 4 (Cl): 0.0188, atom 5 (Br): -0.2387

No. 4
Below is a 12-piece molecular cluster, H24O12 overall, with properties calculated with the ωB97M-V functional and the def2-TZVPD basis.

Geometry as ORCA input:
```
! wB97M-V def2-TZVPD RIJCOSX def2/J DEFGRID3
* xyz 0 1
O -10.40849 -22.39352 -3.38289
H -10.38286 -21.78929 -4.12483
H -11.33909 -22.48077 -3.17648
O -10.24475 -20.76527 -5.66656
H -10.47324 -20.43749 -6.53638
H -9.58353 -21.43788 -5.82963
O -16.43982 -19.68520 -5.85828
H -15.62046 -19.24593 -5.63042
H -16.17237 -20.42218 -6.40742
O -14.81010 -22.89881 -2.85550
H -14.33622 -22.08293 -2.69426
H -15.42860 -22.96493 -2.12796
O -13.18618 -20.85895 -5.68853
H -13.34071 -21.76193 -5.41109
H -12.23904 -20.74327 -5.61250
O -13.60273 -23.70286 -5.38173
H -14.21923 -24.24533 -5.87355
H -14.06045 -23.49857 -4.56626
O -11.11103 -17.78812 -5.62525
H -10.16130 -17.89981 -5.58330
H -11.37033 -18.23817 -6.42926
O -16.18916 -22.36878 -5.55769
H -16.73324 -23.15386 -5.49570
H -15.90854 -22.19963 -4.65831
O -11.40943 -24.73354 -6.55805
H -11.51711 -24.91245 -7.49220
H -12.17696 -24.21185 -6.32359
O -14.15433 -21.60506 -8.59868
H -13.63235 -21.40787 -7.82094
H -14.53761 -20.76468 -8.84988
O -11.40502 -19.02279 -7.87565
H -12.23798 -19.44093 -7.65754
H -11.32363 -19.12988 -8.82335
O -14.09305 -18.31675 -5.16653
H -13.47792 -19.05012 -5.16173
H -13.61091 -17.60184 -5.58207
*
```

## Properties
SMILES ... O.O.O.O.O.O.O.O.O.O.O.O
ΔE to the lowest compared entry with this formula, charge and spin ... 1.761 eV

These are the Mulliken partial charges, in e, on atoms 1 to 5: atom 1 (O): -0.6308, atom 2 (H): 0.3880, atom 3 (H): 0.2829, atom 4 (O): -0.6427, atom 5 (H): 0.2185

E_LUMO / eV: 0.2; 1.0; -7.6; -0.2
HOMO / eV: -7.398; -9.585; -13.560; -10.108
Energy / eV: -49876.184; -7804.059; -94994.305; -24959.934